# 1
C31H37IrN3O6S | ωB97M-V/def2-TZVPD

Properties
* lowest unoccupied orbital energy (spin up / spin down): 1.4858 / 1.4847 eV
* charge: -1
* relative energy (zero: lowest compared OMol25 entry of this formula, charge and spin): 0.000 eV
* strongest force on any atom: 0.0172 Eh/bohr

Positions of all 79 atoms, in Å:
Ir: 0.10487 -0.02731 0.48749
C: -4.02035 -0.74839 2.82662
C: -2.71857 -1.53196 2.68632
C: -2.40238 -2.29075 3.98052
C: -2.72430 -2.49153 1.51352
C: -3.85686 -3.24713 1.21608
C: -3.85662 -4.16444 0.18220
C: -2.71415 -4.34465 -0.58285
C: -1.56332 -3.61494 -0.31815
C: -0.33079 -3.76001 -1.19144
C: -0.20631 -5.12545 -1.86178
C: -0.31036 -2.64901 -2.24441
C: -1.58184 -2.69554 0.74200
N: -0.38819 -1.94552 1.00410
C: 0.54939 -2.56142 1.77578
O: 0.46016 -3.62190 2.37382
C: 1.88362 -1.83554 1.73472
C: 3.09136 -2.38277 2.10397
C: 4.25680 -1.66870 1.82351
C: 4.18354 -0.44873 1.16855
C: 2.93279 0.04381 0.83565
N: 1.83783 -0.63753 1.14539
C: 2.67466 1.30022 0.03919
O: 3.63898 2.00500 -0.25887
N: 1.37359 1.46567 -0.27548
C: 1.11915 2.66610 -1.02292
C: 1.35277 3.92462 -0.45887
C: 1.13932 5.04501 -1.25167
C: 0.68822 4.93088 -2.55695
C: 0.44039 3.67807 -3.08846
C: 0.65300 2.53049 -2.33156
C: 0.41024 1.16517 -2.94194
C: 1.56998 0.77091 -3.85766
C: -0.93615 1.06182 -3.65288
C: 1.79543 4.12139 0.97962
C: 3.19630 4.73358 1.05106
C: 0.80725 4.98875 1.76589
H: -3.92875 -0.02544 3.63879
H: -4.85968 -1.40672 3.06394
H: -4.25046 -0.18846 1.92165
H: -1.91412 -0.81302 2.51518
H: -3.16746 -3.04895 4.17185
H: -2.38704 -1.60095 4.82760
H: -1.43922 -2.79785 3.92080
H: -4.75355 -3.11027 1.80556
H: -4.74931 -4.73918 -0.03379
H: -2.72500 -5.05970 -1.39538
H: 0.54769 -3.64000 -0.55468
H: -0.96122 -5.26678 -2.63858
H: -0.30754 -5.93587 -1.13833
H: 0.77002 -5.21568 -2.34224
H: -1.15080 -2.76760 -2.93255
H: 0.61523 -2.66534 -2.82619
H: -0.41104 -1.66040 -1.79041
H: 3.08871 -3.35283 2.58052
H: 5.22045 -2.08217 2.09200
H: 5.04800 0.13721 0.89105
H: 1.31505 6.02852 -0.83159
H: 0.52642 5.81857 -3.15699
H: 0.08082 3.59028 -4.10685
H: 0.38461 0.44864 -2.12181
H: 1.65501 1.47060 -4.69363
H: 1.42045 -0.23193 -4.26718
H: 2.51747 0.78807 -3.31522
H: -1.01012 1.75972 -4.48985
H: -1.75247 1.26834 -2.95946
H: -1.07385 0.05388 -4.05258
H: 1.81921 3.14180 1.45952
H: 3.19559 5.73597 0.61426
H: 3.91867 4.12058 0.51373
H: 3.51585 4.82803 2.09238
H: 0.84368 6.02653 1.42207
H: 1.06974 4.98350 2.82698
H: -0.21192 4.63019 1.65463
O: -3.10902 1.77946 1.56586
S: -1.89594 1.72142 0.80925
O: -0.66855 1.30017 1.73193
O: -1.81060 0.44956 -0.06261
O: -1.56444 2.88979 0.05026



# 2
C31H37N2O2PPdSSi | ωB97M-V/def2-TZVPD

Properties
* lowest unoccupied orbital energy (spin up / spin down): -1.1656 / -0.9367 eV
* charge: 0
* relative energy (zero: lowest compared OMol25 entry of this formula, charge and spin): 2.291 eV
* strongest force on any atom: 0.0528 Eh/bohr

Positions of all 76 atoms, in Å:
Pd: 0.67906 0.48853 0.33289
C: 5.48446 -4.06167 2.16289
Si: 4.47006 -3.53538 0.64209
C: 2.79826 -4.44337 0.66659
C: 5.36016 -4.04257 -0.97631
C: 4.34516 -1.64268 0.47859
C: 5.40186 -0.92257 -0.05351
C: 5.24016 0.38993 -0.48511
C: 3.96436 0.91553 -0.47701
N: 2.95236 0.27923 0.09019
C: 3.14446 -0.92798 0.64789
S: 1.80216 -1.43588 1.59229
H: 5.75046 -5.11117 2.08369
H: 4.91236 -3.93388 3.07509
H: 6.39996 -3.48948 2.26709
H: 2.94936 -5.50928 0.82129
H: 2.26406 -4.31298 -0.27021
H: 2.16406 -4.07737 1.46789
H: 5.42736 -5.12177 -1.07651
H: 6.37136 -3.65108 -1.02791
H: 4.82956 -3.66728 -1.84741
H: 6.36866 -1.39398 -0.15801
H: 6.06996 0.97613 -0.84311
H: 3.74416 1.88272 -0.90701
O: 0.41786 2.75282 1.93279
N: 1.30606 2.48293 0.87219
C: 0.88056 2.87132 -0.29231
C: -0.37224 3.59282 -0.52551
C: -0.30024 4.87593 -1.06661
C: -1.43914 5.64683 -1.18441
C: -2.66114 5.13723 -0.76931
C: -2.74514 3.84222 -0.29461
C: -1.61314 3.04292 -0.17111
P: -1.65074 1.14862 0.01869
C: -3.25044 0.87763 -0.81031
C: -3.56334 1.55182 -1.98681
C: -4.77064 1.33092 -2.62091
C: -5.66964 0.40943 -2.10541
C: -5.35614 -0.27697 -0.94261
C: -4.15384 -0.04657 -0.29831
C: -2.10334 1.00083 1.78399
C: -3.25564 1.63282 2.23939
C: -3.54524 1.68852 3.58989
C: -2.68994 1.10443 4.50939
C: -1.55714 0.44453 4.06259
C: -1.25764 0.39813 2.70999
H: 0.85426 2.39542 2.72309
H: 1.64276 2.87962 -1.06851
H: 0.65916 5.26172 -1.38521
H: -1.37734 6.64042 -1.60381
H: -3.55744 5.73703 -0.85421
H: -3.71394 3.44272 -0.03451
H: -2.85544 2.24953 -2.41001
H: -5.00604 1.87572 -3.52271
H: -6.61174 0.23323 -2.60631
H: -6.05244 -0.99347 -0.53131
H: -3.90394 -0.58748 0.60229
H: -3.93324 2.08583 1.53419
H: -4.43784 2.19172 3.93169
H: -2.90564 1.15803 5.56799
H: -0.89434 -0.03337 4.76939
H: -0.36054 -0.12717 2.36749
C: 0.41646 -2.27907 -1.24991
C: -0.88644 -1.47187 -1.36041
C: -2.03174 -2.43908 -1.69881
C: -0.71304 -0.46507 -2.51551
O: -1.15994 -0.83758 -0.14201
H: 0.54386 -2.92438 -2.11741
H: 0.39816 -2.87728 -0.34211
H: 1.26436 -1.58428 -1.20611
H: -1.77704 -3.01528 -2.58601
H: -2.95004 -1.88838 -1.88211
H: -2.19344 -3.12038 -0.86781
H: -0.37304 -0.98337 -3.41101
H: 0.03406 0.29423 -2.23021
H: -1.66174 0.02143 -2.72741



# 3
C31H37N3P2Zn | ωB97M-V/def2-TZVPD

Properties
* lowest unoccupied orbital energy: -5.0448 eV
* charge: +2
* strongest force on any atom: 0.0077 Eh/bohr

Positions of all 74 atoms, in Å:
Zn: -0.26880 0.81000 -1.31176
C: -1.82868 3.12991 -1.83021
C: -0.42640 3.72623 -1.87184
N: 0.58709 2.78147 -1.32869
C: 1.80037 2.63455 -2.16512
C: 1.48472 1.86432 -3.44050
N: 0.63756 0.65926 -3.17501
C: -0.52668 0.54783 -4.10087
C: -1.57375 1.61254 -3.80385
N: -1.83729 1.72523 -2.34087
H: -2.18910 3.10032 -0.80173
H: -2.51075 3.75586 -2.40909
H: -0.14322 3.99774 -2.88899
H: -0.43036 4.65096 -1.29549
H: 0.87014 3.08585 -0.40412
H: 2.24281 3.60034 -2.42040
H: 2.52911 2.08577 -1.57034
H: 0.96026 2.49321 -4.15972
H: 2.41732 1.56505 -3.91625
H: 1.19692 -0.17736 -3.29537
H: -0.20800 0.62647 -5.14128
H: -0.95574 -0.44597 -3.96131
H: -1.26412 2.58635 -4.18045
H: -2.48912 1.35429 -4.33341
H: -2.74866 1.32981 -2.13740
C: -0.97077 -1.06443 1.74946
P: -0.24620 0.39768 0.96329
C: 1.47494 0.56858 1.48467
C: 1.79807 0.90069 2.80524
C: 3.12371 0.96555 3.20160
C: 4.13778 0.68548 2.29129
C: 3.82574 0.32020 0.99025
C: 2.49737 0.25523 0.59057
C: -1.17305 1.84943 1.53672
C: -0.57639 3.05446 1.90122
C: -1.36385 4.15466 2.22319
C: -2.74683 4.05592 2.19106
C: -3.35036 2.85535 1.83199
C: -2.56857 1.75881 1.49886
P: -1.30130 -2.35039 0.44508
C: 0.41258 -2.64884 -0.14678
C: 1.45077 -3.04614 0.69843
C: 2.72162 -3.27847 0.19604
C: 2.97322 -3.13070 -1.16590
C: 1.94875 -2.75425 -2.02214
C: 0.67268 -2.51402 -1.51053
C: -1.61783 -3.81110 1.48970
C: -2.19476 -3.70389 2.75272
C: -2.49683 -4.84410 3.48726
C: -2.22744 -6.09881 2.96335
C: -1.66220 -6.21552 1.69877
C: -1.36209 -5.07959 0.96375
H: -1.91852 -0.76931 2.19795
H: -0.29622 -1.39980 2.53893
H: 1.01568 1.10149 3.52829
H: 3.36837 1.22729 4.22271
H: 5.17296 0.73394 2.60583
H: 4.61419 0.06273 0.29371
H: 2.26223 -0.09798 -0.40944
H: 0.50203 3.14355 1.95161
H: -0.89329 5.08351 2.51902
H: -3.35630 4.90914 2.46038
H: -4.43007 2.77298 1.81866
H: -3.05352 0.82747 1.21710
H: 1.25809 -3.19726 1.75584
H: 3.51569 -3.59508 0.86112
H: 3.95918 -3.34445 -1.56013
H: 2.12936 -2.70472 -3.09095
H: -0.14940 -2.28541 -2.18489
H: -2.42283 -2.73505 3.18180
H: -2.94264 -4.74818 4.46894
H: -2.46014 -6.98622 3.53718
H: -1.45690 -7.19404 1.28348
H: -0.92235 -5.18646 -0.02224